ORCA calculation (ωB97M-V/def2-TZVPD) on a molecular structure, C19H18ClN2O2Pt in a non-equilibrium geometry.

ORCA input file:
```
! RIJCOSX wB97M-V def2-TZVPD def2/J DEFGRID3
* xyz 1 1
Pt 0.55 -0.02 0.24
C 3.27 0.94 -2.84
C 2.21 1.12 -1.79
O 1.72 0.03 -1.33
C 1.83 2.39 -1.41
C 0.87 2.74 -0.48
C 0.62 4.19 -0.18
N 0.13 1.86 0.17
N -0.86 2.31 1.03
C -1.61 1.44 1.54
O -1.56 0.15 1.02
C -2.56 1.71 2.62
C -2.75 3.01 3.09
C -3.69 3.25 4.07
C -4.43 2.21 4.62
C -4.21 0.91 4.18
C -3.29 0.66 3.18
H 3.38 -0.11 -3.09
H 4.22 1.32 -2.46
H 3.02 1.51 -3.73
H 2.35 3.20 -1.91
H 1.31 4.82 -0.73
H 0.73 4.37 0.89
H -0.41 4.46 -0.44
H -2.17 3.81 2.66
H -3.85 4.27 4.42
H -5.17 2.41 5.38
H -4.77 0.09 4.62
H -3.10 -0.35 2.85
Cl -3.80 -2.76 -0.20
C -4.57 -1.21 -0.02
C -5.94 -1.18 0.13
C -6.59 0.03 0.32
C -5.87 1.21 0.34
C -4.50 1.17 0.16
C -3.82 -0.03 -0.01
C -2.34 -0.04 -0.24
H -6.50 -2.11 0.11
H -7.67 0.04 0.43
H -6.37 2.16 0.50
H -3.94 2.10 0.16
H -2.06 0.73 -0.95
H -2.01 -1.01 -0.59
*
```

Values from the calculation:
* orbital gap: 7.00 eV